This record from OMol25 describes C5H11N2O6P2PdSSbSe4 as an isolated structure in a non-equilibrium geometry. The level of theory is wB97M-V/def2-TZVPD.

The calculation puts the HOMO energy (alpha / beta) at 0.550 / 1.054 eV. As for the energy above the lowest of the compared OMol25 structures with the same formula, charge and spin: 210.45 kJ/mol. As for the spin multiplicity: 3. As for the total charge: -2. As for the expectation value of S²: 2.071. For the HOMO-LUMO gap (alpha / beta), the calculation gives 3.3 / 2.7 eV. Its total energy is -11812.934967 Eh.

Each line ends with the Mulliken charge.
Positions of all 33 atoms, in Å:
Pd: -0.8781 -0.9192 0.1629  0.56
N: 0.5415 -0.4591 -2.9605  -0.60
C: 0.5046 0.9182 -2.3386  0.64
C: 1.0628 1.9283 -3.2939  -1.60
P: -1.3393 1.3619 -2.1356  0.82
O: -2.1108 0.5970 -3.3412  -0.55
O: -1.6412 2.8028 -2.0873  -0.70
O: -1.8089 0.4414 -0.8855  -0.94
P: 1.3021 0.9690 -0.7182  0.60
O: 2.9465 0.9015 -0.9418  -0.45
O: 0.9135 2.2241 -0.1014  -0.83
O: 0.9761 -0.4692 -0.2232  -0.71
H: -0.2824 -0.5293 -3.5906  0.46
H: 0.4846 -1.2229 -2.2505  0.42
H: 1.4122 -0.5595 -3.4638  0.49
H: 0.3433 2.4313 -3.9789  0.33
H: 1.9250 1.5382 -3.8732  0.37
H: 1.4649 2.7467 -2.7430  0.37
H: -2.4870 1.2751 -3.9291  0.32
H: 3.3456 1.6309 -0.4327  0.32
Se: -0.8395 3.7170 5.5950  -0.69
Sb: -0.5954 1.7954 3.8616  0.66
Se: 1.6045 -0.1268 6.0466  -0.37
Se: -2.9117 0.6960 4.2740  -0.56
Se: -0.8407 -0.3356 6.0454  -0.23
S: 0.0849 -4.4353 2.1180  -0.27
C: -1.1378 -3.4768 2.8164  -0.69
C: -1.0717 -2.2088 2.3847  -0.24
N: 0.0256 -1.9472 1.6098  -0.17
C: 0.8177 -2.9815 1.5117  -0.21
H: -1.9622 -3.9985 3.2334  0.40
H: -1.6977 -1.3628 2.5333  0.72
H: 1.8488 -2.9422 1.0961  0.34